A molecular structure, C21H35N7O2W in a non-equilibrium geometry. Source: OMol25; level of theory: ωB97M-V/def2-TZVPD.

Values from the calculation:
* strongest force on any atom: 5.90 eV/Å
* energy relative to the best compared isomer or geometry (same formula, charge and spin): 1.9730 eV
* total energy: -38658.154 eV
* HOMO energy: -20.87 eV
* net charge: +4
* gap between HOMO and LUMO: 6.6 eV

The geometry in XYZ format:
```
66
Properties=species:S:1:pos:R:3:lowdin_charge:R:1
W 0.1602 1.2182 -0.1154 1.90
C -2.7153 0.5827 3.3922 0.05
C -1.9591 0.7409 2.1284 -0.19
N -0.7296 1.1337 2.0282 -0.01
C -0.0355 1.6247 3.2335 -0.13
C 1.0271 2.5424 2.7174 -0.14
N 1.7101 1.8306 1.6134 -0.12
C 2.8202 2.6601 1.0738 -0.12
C 3.3198 2.1082 -0.2558 -0.08
N 2.2779 1.1747 -0.7879 -0.17
C 2.3212 0.9686 -2.2521 -0.14
C 1.1712 1.7094 -2.8912 -0.11
N -0.0692 1.2421 -2.2063 -0.07
C -1.2479 1.7844 -2.3494 -0.23
C -1.6399 2.8836 -3.2397 0.07
C -2.2524 1.1559 -1.4038 -0.20
C -3.2301 0.2940 -1.8672 0.07
C -3.9480 -0.4187 -0.9184 0.08
C -3.6182 -0.3106 0.4349 0.09
C -2.6062 0.5513 0.7916 -0.16
N -1.9789 1.3295 -0.1100 0.02
H -2.1484 0.0203 4.1362 0.12
H -3.6788 0.1067 3.2297 0.11
H -2.9157 1.5745 3.8177 0.14
H 0.3698 0.7875 3.8079 0.15
H -0.7363 2.1634 3.8708 0.15
H 1.7566 2.8045 3.4872 0.17
H 0.6017 3.4635 2.3208 0.14
H 2.0722 0.9562 1.9991 0.14
H 3.6213 2.7156 1.8122 0.16
H 2.4147 3.6610 0.9427 0.14
H 4.2512 1.5485 -0.1802 0.15
H 3.4678 2.9181 -0.9669 0.15
H 2.5037 0.2592 -0.3959 0.13
H 2.2166 -0.1011 -2.4373 0.13
H 3.2681 1.2875 -2.6881 0.16
H 1.1621 1.4318 -3.9478 0.16
H 1.2340 2.7978 -2.8016 0.15
H -1.1634 3.7955 -2.8422 0.15
H -2.7155 3.0399 -3.2617 0.12
H -1.2506 2.7547 -4.2545 0.14
H -3.4354 0.1851 -2.9255 0.16
H -4.7439 -1.0859 -1.2294 0.16
H -4.1387 -0.9027 1.1768 0.15
C 1.1837 -1.9552 2.1979 0.01
N 0.7077 -2.7024 1.0381 -0.04
C 0.9784 -4.1639 1.0883 -0.09
C 0.0718 -4.8829 0.1175 -0.12
C 0.2371 -4.2654 -1.2510 -0.09
N 0.0094 -2.7968 -1.1764 -0.04
C -0.3113 -2.1616 -2.4527 0.01
C 0.3059 -2.1208 -0.0831 -0.35
O 0.1680 -0.7856 -0.0854 -0.22
H 0.8619 -2.4702 3.1013 0.12
H 0.7623 -0.9543 2.2099 0.04
H 2.2764 -1.9165 2.2077 0.12
H 0.8053 -4.4862 2.1131 0.14
H 2.0336 -4.3259 0.8567 0.15
H -0.9672 -4.8095 0.4440 0.14
H 0.3274 -5.9408 0.0820 0.15
H -0.4845 -4.6634 -1.9612 0.14
H 1.2372 -4.4343 -1.6562 0.15
H -1.0807 -2.7502 -2.9484 0.12
H 0.5676 -2.1450 -3.1005 0.12
H -0.6799 -1.1540 -2.3016 0.05
O 0.1998 2.8977 -0.1260 -0.26
```


A molecular structure, C21H35NOP2PdTe in a non-equilibrium geometry. Source: OMol25; level of theory: ωB97M-V/def2-TZVPD.

Values from the calculation:
* strongest force on any atom: 10.42 eV/Å
* spin multiplicity: 5
* total energy: -55216.140 eV
* HOMO energy (spin up / spin down): -4.37 / -6.02 eV
* gap between HOMO and LUMO (spin up / spin down): 4.6 / 5.7 eV

The geometry in XYZ format:
```
62
Properties=species:S:1:pos:R:3:nbo_charge:R:1
Pd 0.9045 -0.0376 -0.4681 0.39
P 1.1074 -1.5700 -2.3113 0.88
P 0.3943 1.4111 1.7163 1.03
N 2.3016 0.9276 -0.8337 -0.74
H -0.6718 0.7562 -1.1132 -0.01
C 0.2850 -1.3122 -3.9565 -0.94
H 0.6073 -2.0598 -4.7059 0.22
H 0.5432 -0.3028 -4.3143 0.24
H -0.8097 -1.3589 -3.8461 0.24
C 0.7974 -3.3646 -1.9972 -0.94
H 0.9905 -3.9689 -2.9021 0.22
H -0.2403 -3.5345 -1.6702 0.24
H 1.4688 -3.6916 -1.1876 0.24
C 2.8829 -1.5885 -2.8088 -0.94
H 3.0607 -2.3133 -3.6221 0.22
H 3.4895 -1.8523 -1.9285 0.24
H 3.1737 -0.5807 -3.1420 0.25
C -0.9217 2.7446 1.4751 -0.98
H -1.0150 3.2930 2.4173 0.21
H -1.9062 2.3210 1.1894 0.26
H -0.5890 3.3998 0.6677 0.25
C -0.3315 0.4285 3.1034 -0.98
H -0.5376 1.1267 3.9278 0.23
H 0.4221 -0.3050 3.4050 0.25
H -1.2575 -0.1113 2.8391 0.28
C 1.7930 2.1749 2.2482 -1.08
H 1.5687 2.7789 3.1534 0.25
H 2.2033 2.8337 1.4672 0.29
H 2.5511 1.4137 2.4938 0.27
C 3.4531 1.4945 -1.0588 0.06
C 4.8259 3.1413 -2.2558 -0.22
C 3.5916 2.5501 -2.0206 -0.22
C 4.6313 1.0795 -0.3552 -0.17
C 5.8569 1.6859 -0.5998 -0.25
C 5.9671 2.7181 -1.5497 -0.22
H 4.9106 3.9443 -2.9945 0.21
H 2.6875 2.8626 -2.5521 0.21
H 4.5179 0.2707 0.3734 0.20
H 6.7428 1.3548 -0.0502 0.21
H 6.9365 3.1901 -1.7386 0.21
C -1.9936 -1.8161 -0.0012 0.29
O -0.7810 -1.4275 0.3840 -0.87
C -2.4702 -1.5063 -1.3409 -0.71
H -3.5797 -1.5416 -1.3684 0.23
H -2.1056 -2.2681 -2.0602 0.20
H -2.0814 -0.5257 -1.6750 0.21
C -2.7391 -2.5509 1.0106 -0.70
H -3.6703 -2.0044 1.2530 0.25
H -2.1719 -2.7298 1.9372 0.23
H -3.0618 -3.5213 0.5832 0.21
Te -1.1337 0.4612 0.4462 1.08
C -3.2519 0.3782 1.5317 -0.27
C -3.3975 0.4757 2.9365 -0.34
C -4.4136 -0.1560 3.6508 -0.21
C -5.4432 -0.7829 2.9749 -0.25
C -5.5190 -0.6124 1.5932 -0.23
C -4.4507 -0.0007 0.8661 -0.31
H -2.6827 0.9133 3.6299 0.19
H -4.3620 -0.2182 4.7362 0.20
H -6.1622 -1.3703 3.5446 0.21
H -6.3668 -1.0918 1.0951 0.21
H -4.5477 -0.0537 -0.2217 0.20
```


5 unconnected molecules or ions with the total composition C21H36BF4NO16Si in a non-equilibrium geometry. Source: OMol25; level of theory: ωB97M-V/def2-TZVPD.

Values from the calculation:
* strongest force on any atom: 5.25 eV/Å
* total energy: -76031.095 eV
* HOMO energy: -9.44 eV
* gap between HOMO and LUMO: 9.5 eV

The geometry in XYZ format:
```
80
Properties=species:S:1:pos:R:3:lowdin_charge:R:1
C 1.6819 2.4007 1.0461 -0.09
C 1.8361 1.1955 -0.0883 -0.24
O 0.5779 0.4879 -0.3717 -0.22
C 0.2311 -0.4506 0.7472 -0.13
C -1.3331 -0.8766 0.5045 -0.20
O -1.9290 0.1311 -0.3835 -0.26
Si -2.8506 1.3451 0.4862 0.68
C -4.7744 0.9524 0.4718 -0.21
O -5.4237 1.2411 1.7599 -0.09
C -6.1432 2.5243 1.7518 -0.25
F -7.2786 2.5943 0.7923 0.04
F -6.7674 2.6528 3.1217 0.02
F -5.2644 3.7233 1.6086 0.03
C -2.6761 2.9967 -0.5631 -0.20
C -2.5580 2.7294 -2.1756 -0.32
C -3.9135 2.0242 -2.8401 -0.08
F -1.2897 2.0427 -2.5917 -0.11
B -2.1927 1.7773 2.2487 -0.47
N -1.5972 3.1452 2.5285 0.08
O -2.2180 0.8228 3.4129 0.00
H 0.9680 3.2750 0.6916 0.09
H 1.3209 2.0128 2.0917 0.07
H 2.7601 2.8788 1.1811 0.07
H 2.7569 0.4769 0.1304 0.13
H 2.1292 1.7609 -1.0981 0.13
H 0.4294 0.0247 1.8032 0.12
H 0.9475 -1.3919 0.6522 0.13
H -1.9434 -1.1168 1.4728 0.08
H -1.3053 -1.8932 -0.1210 0.13
H -5.2812 1.5457 -0.4176 0.10
H -4.9892 -0.1980 0.2385 0.13
H -3.4835 3.7976 -0.2887 0.10
H -1.6287 3.4520 -0.2174 0.09
H -2.5020 3.8070 -2.6862 0.14
H -4.8802 2.5135 -2.3616 0.09
H -3.8497 0.8628 -2.7007 0.09
H -3.8848 2.3474 -3.9889 0.09
H -2.1387 3.6635 3.2557 0.08
H -0.5783 3.0827 2.7516 0.06
H -2.8221 0.0527 3.1735 0.08
O -2.9623 -2.6045 1.9664 0.10
C -2.2917 -3.5609 2.3177 -0.49
O -0.9394 -3.5294 2.5018 0.06
C -0.5799 -4.7515 3.1182 -0.13
C -1.6905 -5.6724 2.7288 -0.13
O -2.7962 -4.8026 2.5768 0.07
H 0.3929 -5.0964 2.7571 0.14
H -0.5239 -4.5982 4.2010 0.14
H -1.5018 -6.1748 1.7742 0.13
H -1.8928 -6.4270 3.4938 0.14
O 3.1357 6.4993 3.8411 0.14
C 3.7619 6.2281 2.8302 -0.51
O 4.4171 7.1443 2.0591 0.06
C 5.1949 6.4163 1.1273 -0.14
C 4.4896 5.1016 1.0440 -0.16
O 3.8978 4.9682 2.3224 0.04
H 5.2290 6.9324 0.1639 0.14
H 6.2141 6.3204 1.5161 0.14
H 3.6990 5.0985 0.2862 0.13
H 5.1753 4.2733 0.8456 0.14
O 2.9811 -4.8679 -0.1478 0.14
C 1.9152 -4.9510 -0.7348 -0.51
O 1.7619 -4.7948 -2.0823 0.05
C 0.4380 -5.1864 -2.3935 -0.13
C -0.2877 -5.0023 -1.1003 -0.14
O 0.7198 -5.2115 -0.1291 0.05
H 0.0276 -4.5642 -3.1936 0.14
H 0.4466 -6.2306 -2.7234 0.14
H -0.6854 -3.9885 -0.9847 0.12
H -1.1028 -5.7203 -0.9746 0.14
O 5.3296 -0.8078 -6.2860 0.13
C 4.9644 -1.6025 -5.4358 -0.52
O 4.2967 -2.7633 -5.7003 0.06
C 4.2576 -3.4995 -4.4922 -0.14
C 4.4113 -2.4465 -3.4432 -0.14
O 5.1697 -1.4457 -4.0953 0.06
H 3.3139 -4.0441 -4.4005 0.13
H 5.0847 -4.2172 -4.4887 0.14
H 3.4510 -2.0188 -3.1362 0.14
H 4.9356 -2.8151 -2.5572 0.14
```